[1]
Entry from the OMol25 dataset: 7 unconnected molecules or ions with the total composition C9H31O7 at a distorted geometry (the ωB97M-V functional and the def2-TZVPD basis).

As for the energy above the lowest of the compared OMol25 structures with the same formula, charge and spin: 5.3 kcal per mole. The molar mass is 251.34 g/mol. As for the net charge: -1. As for the HOMO energy: -6.2 eV. The energy comes out at -24168.5090 eV. For the lowest unoccupied orbital energy, the calculation gives 3.26 eV. The largest force on an atom comes out at 1.323 eV/A.

Atoms and positions in Å:
O1 -25.373 -13.823 6.357
H1 -24.883 -14.594 6.658
C1 -25.240 -16.342 3.812
O2 -25.762 -15.026 3.900
H2 -25.601 -16.754 2.870
H3 -24.141 -16.292 3.811
H4 -25.567 -16.923 4.683
H5 -25.606 -14.646 4.803
C2 -26.808 -16.316 8.829
O3 -26.369 -16.329 7.470
H6 -27.261 -15.354 9.082
H7 -27.604 -17.063 8.944
H8 -25.979 -16.597 9.488
H9 -26.168 -15.393 7.267
C3 -22.028 -14.640 6.415
O4 -22.602 -13.387 6.106
H10 -20.938 -14.542 6.409
H11 -22.277 -14.942 7.441
H12 -22.285 -15.427 5.699
H13 -23.580 -13.519 6.236
C4 -29.289 -11.578 7.956
C5 -27.996 -11.712 7.161
O5 -27.942 -13.038 6.644
H14 -29.251 -12.370 8.707
H15 -30.172 -11.773 7.349
H16 -29.330 -10.604 8.447
H17 -27.155 -11.574 7.848
H18 -27.932 -11.017 6.317
H19 -26.984 -13.299 6.593
C6 -23.830 -11.215 10.249
C7 -24.012 -11.863 8.888
O6 -24.866 -12.987 8.968
H20 -24.677 -10.586 10.528
H21 -22.983 -10.522 10.210
H22 -23.607 -11.946 11.026
H23 -23.033 -12.116 8.465
H24 -24.454 -11.133 8.196
H25 -25.179 -13.176 8.047
C8 -24.217 -9.575 3.976
C9 -24.764 -10.455 5.064
O7 -25.214 -11.663 4.451
H26 -24.924 -9.408 3.160
H27 -23.356 -10.051 3.506
H28 -23.948 -8.594 4.381
H29 -25.597 -9.987 5.605
H30 -23.953 -10.745 5.745
H31 -25.235 -12.365 5.128

Per-atom Löwdin charges, elementary charge units: -0.37 -0.02 -0.18 -0.15 0.07 0.06 0.07 0.02 -0.16 -0.14 0.08 0.07 0.07 0.02 -0.18 -0.15 0.07 0.08 0.07 0.03 -0.10 -0.33 -0.11 0.07 0.07 0.06 0.10 0.10 0.02 -0.10 -0.35 -0.11 0.06 0.07 0.07 0.10 0.10 0.03 -0.10 -0.33 -0.09 0.07 0.07 0.07 0.10 0.10 0.03

[2]
Entry from the OMol25 dataset: 10 unconnected molecules or ions with the total composition C43H84Cl2N11O13 at a distorted geometry (the ωB97M-V functional and the def2-TZVPD basis).

As for the energy above the lowest of the compared OMol25 structures with the same formula, charge and spin: 0.0 kcal per mole. The molar mass is 1034.12 g/mol. As for the net charge: +1. As for the HOMO energy: -10.1 eV. The energy comes out at -113998.1851 eV. For the lowest unoccupied orbital energy, the calculation gives -4.24 eV. The largest force on an atom comes out at 3.609 eV/A.

Atoms and positions in Å:
C1 -6.990 -0.478 2.844
O1 -6.939 -0.948 1.483
C2 -6.126 -2.111 1.389
C3 -5.024 -1.921 0.262
C4 -4.086 -3.178 0.303
N1 -2.852 -2.957 1.125
C5 -1.649 -3.404 0.677
C6 -0.353 -3.323 1.326
C7 0.977 -3.889 0.733
C8 0.906 -4.170 -0.806
O2 0.221 -5.098 -1.156
O3 1.598 -3.487 -1.799
C9 1.958 -2.181 -1.433
C10 3.485 -1.934 -1.173
O4 1.184 -1.280 -1.313
C11 -0.420 -2.597 2.645
C12 0.815 -2.371 3.533
C13 -1.803 -2.155 2.945
C14 -1.982 -1.354 4.287
Cl1 -2.637 -2.087 5.764
C15 -1.572 -0.048 4.261
C16 -1.609 0.925 5.460
Cl2 -0.904 0.614 2.735
N2 -2.947 -2.326 2.269
H1 -7.700 0.376 2.860
H2 -5.976 -0.212 3.229
H3 -7.375 -1.322 3.472
H4 -5.644 -2.400 2.356
H5 -6.782 -2.947 1.035
H6 -5.592 -1.931 -0.702
H7 -4.493 -0.950 0.372
H8 -3.707 -3.329 -0.739
H9 -4.587 -4.111 0.644
H10 -1.664 -3.901 -0.322
H11 1.216 -4.828 1.296
H12 1.781 -3.164 1.030
H13 3.649 -1.211 -0.343
H14 3.931 -1.469 -2.090
H15 3.991 -2.911 -1.010
H16 0.606 -2.559 4.618
H17 1.629 -3.070 3.244
H18 1.182 -1.322 3.442
H19 -0.608 1.054 5.934
H20 -1.908 1.926 5.055
H21 -2.374 0.632 6.215
C17 4.195 -0.148 5.727
O5 3.727 -1.256 5.508
N3 3.560 1.021 5.483
C18 4.174 2.306 5.764
C19 2.228 0.977 4.923
H22 5.203 -0.014 6.151
H23 3.556 2.851 6.482
H24 4.246 2.879 4.838
H25 5.173 2.174 6.180
H26 1.572 0.423 5.600
H27 2.260 0.454 3.964
H28 1.838 1.983 4.777
C20 -3.554 1.939 -1.973
O6 -3.769 3.109 -2.218
N4 -2.330 1.365 -1.919
C21 -2.160 -0.038 -1.617
C22 -1.154 2.184 -2.170
H29 -4.373 1.230 -1.766
H30 -1.549 -0.139 -0.715
H31 -1.654 -0.522 -2.456
H32 -3.125 -0.519 -1.454
H33 -1.122 2.998 -1.441
H34 -1.222 2.613 -3.165
H35 -0.248 1.585 -2.091
C23 8.517 1.663 7.544
O7 7.828 1.705 6.540
N5 8.380 0.762 8.540
C24 9.239 0.768 9.707
C25 7.337 -0.245 8.434
H36 9.331 2.384 7.720
H37 9.766 -0.186 9.770
H38 8.628 0.905 10.602
H39 9.968 1.575 9.646
H40 7.496 -0.837 7.531
H41 6.366 0.255 8.360
H42 7.348 -0.898 9.305
C26 -7.747 3.036 -0.021
O8 -6.759 2.673 0.590
N6 -7.760 3.968 -1.001
C27 -8.979 4.347 -1.685
C28 -6.509 4.608 -1.378
H43 -8.745 2.614 0.186
H44 -8.872 4.141 -2.753
H45 -9.158 5.415 -1.538
H46 -9.830 3.787 -1.298
H47 -5.803 3.847 -1.713
H48 -6.088 5.113 -0.506
H49 -6.676 5.330 -2.175
C29 0.762 4.684 -4.035
O9 0.336 3.558 -4.228
N7 0.095 5.823 -4.322
C30 0.663 7.132 -4.066
C31 -1.234 5.730 -4.904
H50 1.757 4.862 -3.598
H51 0.017 7.675 -3.374
H52 0.733 7.683 -5.006
H53 1.658 7.044 -3.631
H54 -1.889 5.179 -4.226
H55 -1.177 5.187 -5.850
H56 -1.640 6.724 -5.078
C32 -0.626 3.106 -9.075
O10 -1.289 3.095 -10.095
N8 -0.744 2.229 -8.055
C33 0.089 2.310 -6.867
C34 -1.735 1.173 -8.151
H57 0.154 3.866 -8.901
H58 0.658 1.382 -6.767
H59 -0.546 2.444 -5.994
H60 0.782 3.147 -6.935
H61 -1.527 0.562 -9.032
H62 -2.726 1.617 -8.263
H63 -1.711 0.550 -7.259
C35 2.878 3.475 -10.032
O11 3.856 3.109 -9.409
N9 2.880 4.404 -11.015
C36 1.666 4.788 -11.713
C37 4.135 5.036 -11.379
H64 1.878 3.060 -9.834
H65 1.783 4.578 -12.779
H66 1.492 5.857 -11.571
H67 0.807 4.233 -11.334
H68 4.842 4.271 -11.708
H69 4.552 5.542 -10.507
H70 3.977 5.756 -12.180
C38 6.918 -3.395 6.907
O12 7.877 -2.659 7.052
N10 6.860 -4.685 7.311
C39 5.681 -5.502 7.105
C40 8.016 -5.266 7.971
H71 5.990 -3.052 6.419
H72 5.306 -5.843 8.072
H73 5.946 -6.367 6.492
H74 4.901 -4.933 6.601
H75 8.243 -4.695 8.873
H76 8.878 -5.215 7.302
H77 7.819 -6.303 8.235
C41 -5.821 -6.821 -1.385
O13 -6.008 -5.641 -1.614
N11 -4.609 -7.425 -1.331
C42 -4.467 -8.842 -1.054
C43 -3.418 -6.629 -1.559
H78 -6.657 -7.515 -1.199
H79 -3.867 -8.973 -0.150
H80 -3.966 -9.325 -1.895
H81 -5.440 -9.306 -0.905
H82 -3.371 -5.829 -0.817
H83 -3.468 -6.179 -2.553
H84 -2.528 -7.250 -1.484

These are the Löwdin partial charges, in e, on atoms 1 to 99: -0.09 -0.20 -0.24 -0.12 -0.09 -0.07 0.07 -0.03 -0.01 -0.40 0.13 0.11 -0.46 0.03 0.14 -0.07 -0.01 -0.21 -0.62 0.68 -0.64 -0.10 0.69 0.20 0.10 0.09 0.09 0.11 0.13 0.13 0.11 0.13 0.14 0.14 0.16 0.12 0.10 0.11 0.09 0.11 0.09 0.07 0.07 0.09 0.07 -0.33 -0.02 -0.19 -0.04 -0.06 0.13 0.09 0.09 0.07 0.08 0.07 0.09 -0.33 0.01 -0.19 -0.07 -0.03 0.14 0.07 0.09 0.06 0.10 0.06 0.09 -0.35 -0.01 -0.19 -0.06 -0.05 0.13 0.09 0.09 0.08 0.05 0.08 0.09 -0.36 0.00 -0.20 -0.06 -0.04 0.13 0.09 0.09 0.08 0.06 0.10 0.09 -0.32 -0.03 -0.19 -0.05 -0.02 0.14

[3]
Entry from the OMol25 dataset: 12 unconnected molecules or ions with the total composition C21H66O12 at a distorted geometry (the ωB97M-V functional and the def2-TZVPD basis).

As for the energy above the lowest of the compared OMol25 structures with the same formula, charge and spin: 102.6 kcal per mole. The molar mass is 510.75 g/mol. The structure (SMILES) is CC(C)O.CC(C)O.CC(C)O.CC(C)O.CC(C)O.CO.CO.CO.CO.CO.CO.O. As for the HOMO energy: -9.7 eV. The energy comes out at -47413.6301 eV. For the lowest unoccupied orbital energy, the calculation gives 0.36 eV. The largest force on an atom comes out at 2.801 eV/A.

Atoms and positions in Å:
C1 -0.372 -2.414 6.061
C2 0.676 -3.480 6.395
C3 0.143 -4.489 7.351
O1 1.159 -4.273 5.256
H1 -1.311 -2.871 5.754
H2 -0.118 -1.659 5.298
H3 -0.548 -1.855 6.962
H4 1.543 -2.959 6.863
H5 0.891 -5.313 7.664
H6 -0.741 -5.022 6.987
H7 -0.261 -3.959 8.246
H8 0.493 -4.960 5.053
C4 2.168 2.835 -3.856
C5 1.490 2.798 -2.452
C6 0.642 4.071 -2.220
O2 0.608 1.665 -2.425
H9 2.768 3.780 -3.909
H10 1.444 2.802 -4.696
H11 2.913 2.058 -4.000
H12 2.200 2.667 -1.600
H13 -0.055 3.963 -1.414
H14 -0.039 4.228 -3.105
H15 1.295 4.933 -2.114
H16 0.245 1.759 -1.556
C7 -0.921 -3.109 -3.584
C8 0.305 -3.954 -3.365
C9 1.533 -3.145 -3.660
O3 0.382 -4.602 -2.040
H17 -0.978 -2.233 -2.949
H18 -1.802 -3.759 -3.474
H19 -0.988 -2.736 -4.646
H20 0.357 -4.839 -3.999
H21 1.732 -2.418 -2.816
H22 1.470 -2.692 -4.643
H23 2.319 -3.810 -3.689
H24 0.416 -3.871 -1.391
C10 -0.777 -0.317 1.865
C11 -0.502 -0.139 0.400
C12 -1.543 -0.733 -0.499
O4 -0.343 1.244 0.158
H25 -0.767 -1.363 2.216
H26 -1.688 0.214 2.206
H27 -0.025 0.273 2.383
H28 0.497 -0.564 0.212
H29 -2.509 -0.321 -0.245
H30 -1.486 -1.779 -0.189
H31 -1.612 -0.537 -1.600
H32 -1.130 1.803 0.408
C13 -4.627 1.554 -3.239
C14 -3.329 1.747 -3.923
C15 -3.485 2.508 -5.180
O5 -2.482 2.438 -2.980
H33 -4.635 0.849 -2.378
H34 -5.261 1.197 -3.993
H35 -5.042 2.556 -2.938
H36 -2.968 0.699 -4.104
H37 -4.104 2.024 -5.984
H38 -2.483 2.784 -5.566
H39 -4.009 3.476 -4.968
H40 -1.586 1.990 -2.895
C16 4.735 0.216 -0.461
O6 5.053 -0.737 0.515
H41 3.842 0.016 -0.989
H42 4.661 1.256 -0.043
H43 5.483 0.241 -1.289
H44 4.239 -0.864 1.062
C17 4.225 -3.144 3.530
O7 2.964 -2.646 3.760
H45 4.700 -2.495 2.770
H46 4.830 -3.121 4.426
H47 4.241 -4.150 3.099
H48 2.319 -3.254 4.142
C18 3.696 0.647 2.709
O8 2.784 -0.321 2.140
H49 4.608 0.174 3.223
H50 3.894 1.342 1.947
H51 3.190 1.192 3.423
H52 2.628 -1.011 2.756
C19 -3.818 3.318 0.539
O9 -2.560 2.774 0.108
H53 -3.597 3.629 1.518
H54 -4.057 4.146 -0.124
H55 -4.623 2.560 0.468
H56 -2.601 2.491 -0.888
C20 1.317 5.835 2.318
O10 0.072 5.262 1.956
H57 1.843 5.371 3.186
H58 1.983 5.809 1.498
H59 1.207 6.918 2.451
H60 0.280 4.370 1.544
C21 -4.782 -3.196 -2.969
O11 -4.414 -1.913 -3.477
H61 -4.029 -3.725 -2.319
H62 -5.673 -3.060 -2.410
H63 -5.012 -3.892 -3.855
H64 -3.569 -1.863 -3.979
O12 1.777 2.691 1.262
H65 1.129 2.060 0.859
H66 1.873 2.332 2.145

Per-atom Löwdin charges, elementary charge units: -0.05 -0.46 -0.09 -0.09 0.08 0.08 0.07 0.15 0.12 0.08 0.09 0.11 -0.05 -0.45 -0.05 -0.08 0.09 0.08 0.06 0.14 0.06 0.10 0.08 0.01 -0.07 -0.48 -0.06 -0.07 0.05 0.07 0.10 0.14 0.11 0.08 0.05 0.08 -0.05 -0.49 -0.04 -0.12 0.09 0.10 0.07 0.15 0.07 0.09 0.08 0.08 -0.08 -0.53 -0.07 -0.09 0.09 0.06 0.11 0.14 0.10 0.09 0.10 0.09 -0.19 -0.14 0.05 0.08 0.09 0.04 -0.16 -0.13 0.08 0.08 0.09 0.05 -0.12 -0.13 0.13 0.04 0.05 0.02 -0.10 -0.19 0.07 0.08 0.09 0.10 -0.19 -0.15 0.08 0.05 0.08 0.07 -0.16 -0.15 0.08 0.06 0.10 0.07 -0.06 0.03 0.02

[4]
Entry from the OMol25 dataset: a molecular structure, C8H15Cl2GdN5 at a distorted geometry (the ωB97M-V functional and the def2-TZVPD basis).

As for the energy above the lowest of the compared OMol25 structures with the same formula, charge and spin: 95.1 kcal per mole. The molar mass is 409.40 g/mol. As for the net charge: -1. As for the HOMO energy (spin up / spin down): -0.5 / -4.7 eV. The energy comes out at -61863.5723 eV. For the lowest unoccupied orbital energy (spin up / spin down), the calculation gives 2.59 / 2.26 eV. The expectation value of S² is 16.095. The largest force on an atom comes out at 4.991 eV/A. As for the spin multiplicity: 8.

Atoms and positions in Å:
Gd1 1.312 -0.146 0.261
Cl1 -0.042 -2.283 -0.191
Cl2 1.578 2.327 1.070
C1 3.446 -0.549 -0.165
H1 3.931 0.412 -0.500
H2 3.475 -1.112 -1.139
C2 -0.582 1.469 -1.253
C3 0.516 0.939 -1.722
H3 -0.617 2.095 -0.339
C4 0.598 -0.323 -2.543
H4 1.560 1.190 -1.322
C5 -0.464 -0.146 -3.613
H5 1.612 -0.502 -2.905
H6 0.354 -1.258 -1.969
C6 -1.853 0.088 -2.926
H7 -0.157 0.755 -4.164
H8 -0.500 -1.017 -4.298
C7 -1.922 1.206 -1.889
H9 -2.580 0.243 -3.739
H10 -2.110 -0.856 -2.413
H11 -2.359 2.106 -2.340
H12 -2.639 0.888 -1.110
N1 -1.668 -1.111 5.309
N2 -0.669 -0.664 4.458
N3 0.564 -0.521 4.917
C8 1.260 -0.344 3.766
N4 0.478 -0.431 2.674
N5 -0.788 -0.674 3.124
H13 -2.579 -0.874 4.955
H14 -1.480 -0.764 6.242
H15 2.324 -0.145 3.762

Per-atom Löwdin charges, elementary charge units: 0.91 -0.13 -0.18 -0.28 -0.06 -0.07 -0.15 -0.32 0.08 -0.30 0.04 -0.19 0.11 -0.04 -0.19 0.11 0.11 -0.17 0.10 0.11 0.12 0.12 0.06 -0.39 0.02 -0.30 -0.24 -0.07 0.05 0.06 0.08